Below is a 2-piece molecular cluster, C2H6IS overall, with properties calculated with wB97M-V/def2-TZVPD.

Geometry (Å):
I: 0.3825 4.0582 -5.5566
S: -0.1095 -1.1620 1.5910
C: -1.1952 0.1538 1.0150
C: 1.1071 -1.0891 0.2657
H: -0.6647 1.1191 0.9588
H: -1.6148 -0.0755 0.0210
H: 0.6479 -1.2969 -0.7154
H: 1.5980 -0.1023 0.2225
H: 1.8749 -1.8557 0.4643
H: -2.0263 0.2503 1.7338

## Properties
Largest force on an atom ... 0.5 eV/Å
Total charge ... -1
E_LUMO ... 2.516 eV
Gap between HOMO and LUMO ... 5.75 eV
Total energy ... -21109.51486 eV

Mulliken atomic charge list, values in e, 2 entries: I -1.000; S -0.066